(1)
A structure of composition C30H45BN8O2Rh. Source: the OMol25 dataset; level of theory: the ωB97M-V functional and the def2-TZVPD basis.

```
87
Properties=species:S:1:pos:R:3:forces:R:3:nbo_charge:R:1
Rh 0.0001 -0.1850 -0.5909 -0.003 0.939 0.250 1.263
O 0.0002 -2.5094 -0.6354 -0.001 -0.598 1.265 -0.424
O 0.0003 -1.1466 1.5324 -0.001 -2.014 -0.871 -0.289
N -0.0001 -2.3941 1.6101 0.001 2.511 3.347 0.200
N -0.0001 -3.0741 0.5346 0.001 0.468 -3.949 0.207
N -0.0004 2.7512 0.2706 0.003 0.583 0.328 -0.333
N -0.0006 2.0432 -0.8703 -0.001 -0.522 -1.073 -0.349
N -1.7315 0.6408 0.5452 -0.160 -0.743 -0.937 -0.365
N -1.2790 1.1930 1.6749 -0.438 0.082 0.861 -0.327
N 1.2793 1.1931 1.6751 0.391 0.094 0.806 -0.329
N 1.7311 0.6415 0.5448 0.206 -0.764 -0.937 -0.365
C 0.0000 -6.3664 2.1644 0.000 0.036 -0.133 -0.188
C -0.0002 -4.4775 0.6868 -0.001 -0.770 0.212 0.127
C 0.0001 5.1457 0.9998 0.000 -0.045 0.203 -0.647
C 3.3542 0.1598 -1.6529 -0.078 -0.134 0.221 -0.571
C 3.7136 -0.5543 -0.3469 -0.076 -0.118 -0.219 -0.087
C -0.0001 -5.3178 -0.4184 0.000 0.115 -0.240 -0.199
C -1.2620 3.0818 -3.9927 0.195 -0.075 0.036 -0.591
C -0.0001 -6.6877 -0.2185 0.001 0.140 -0.110 -0.194
C -3.2444 0.2828 2.1084 0.275 0.082 0.185 -0.351
C -0.0001 4.0660 -0.0146 -0.001 0.067 -0.694 0.230
C -2.1755 0.9907 2.6562 -0.325 -0.340 -0.366 0.226
C 5.2180 -0.4272 -0.0980 -0.288 0.004 0.030 -0.598
C 2.1752 0.9905 2.6549 0.329 -0.311 -0.248 0.233
C 2.9233 0.0768 0.7681 -0.203 0.491 0.328 0.191
C 3.2440 0.2834 2.1089 -0.246 0.045 0.101 -0.353
C -0.0002 -4.9994 1.9818 0.001 0.089 0.279 -0.200
C 3.3233 -2.0338 -0.4587 0.008 0.180 -0.004 -0.590
C -1.9843 1.4269 4.0561 0.180 0.179 0.110 -0.647
C 1.9841 1.4267 4.0563 -0.180 0.166 0.071 -0.649
C -3.3526 0.1585 -1.6527 0.081 -0.133 0.220 -0.571
C -3.7132 -0.5551 -0.3468 0.090 -0.110 -0.202 -0.087
C -0.0006 2.8882 -1.8994 -0.002 -0.121 0.473 0.193
C -0.0004 2.4928 -3.3485 -0.001 -0.070 -0.098 -0.082
C -0.0001 -7.2141 1.0632 -0.001 0.056 0.166 -0.145
C -2.9227 0.0766 0.7690 0.154 0.451 0.267 0.191
C 1.2626 3.0797 -3.9917 -0.194 -0.069 0.032 -0.591
C -0.0022 0.9779 -3.5658 -0.001 0.197 0.200 -0.609
C -5.2175 -0.4269 -0.0986 0.286 0.003 0.026 -0.598
C -0.0003 4.1916 -1.3940 0.001 0.003 0.434 -0.355
C -3.3234 -2.0348 -0.4577 -0.010 0.183 -0.003 -0.590
B -0.0002 2.0625 1.6437 0.005 -0.331 -0.663 0.533
H -0.0001 2.8362 2.5294 -0.001 0.243 0.334 -0.020
H 0.0003 -7.3477 -1.0712 -0.001 -0.031 -0.097 0.237
H 3.8982 -0.2592 -2.4945 0.053 -0.134 -0.100 0.219
H 1.2757 4.1626 -3.9038 0.041 0.101 0.009 0.218
H -0.8806 5.0770 1.6354 -0.042 0.068 0.084 0.231
H -1.1013 0.9486 4.4819 -0.064 0.007 0.089 0.224
H 3.5027 -2.5537 0.4797 0.028 -0.096 0.109 0.214
H 0.0047 0.7676 -4.6341 0.002 -0.081 -0.045 0.236
H -0.9001 0.5171 -3.1516 -0.063 -0.037 -0.006 0.202
H 0.0002 6.1131 0.5038 0.000 0.002 0.014 0.235
H 2.2809 0.0429 -1.8361 0.138 0.102 -0.148 0.168
H 0.8878 0.5124 -3.1389 0.060 -0.034 -0.011 0.201
H -3.8889 -2.5273 -1.2440 -0.118 -0.077 -0.102 0.220
H -0.0001 -4.3225 2.8218 0.000 -0.151 0.054 0.253
H 2.2657 -2.1167 -0.7107 -0.023 -0.078 -0.021 0.188
H 0.8808 5.0769 1.6354 0.042 0.068 0.084 0.231
H 5.7582 -0.7663 -0.9782 0.090 -0.079 -0.067 0.218
H -4.1242 -0.0319 2.6288 -0.269 -0.012 0.127 0.236
H -0.0002 5.1142 -1.9361 0.000 0.196 -0.165 0.233
H -3.5764 1.2208 -1.5868 0.069 0.113 -0.023 0.226
H 0.0000 -8.2828 1.2143 0.000 -0.084 -0.041 0.235
H -2.2791 0.0410 -1.8351 -0.143 0.101 -0.148 0.168
H 0.0000 -4.9053 -1.4144 0.001 0.058 -0.083 0.248
H -2.8535 1.1524 4.6445 -0.032 -0.012 0.087 0.237
H 4.1239 -0.0318 2.6288 0.267 -0.009 0.132 0.236
H -1.3081 2.8213 -5.0453 0.012 -0.026 -0.219 0.213
H -5.4902 0.6077 0.0917 -0.064 0.103 0.043 0.221
H 5.4914 0.6071 0.0929 0.064 0.103 0.044 0.221
H 2.8534 1.1520 4.6442 0.036 -0.013 0.089 0.236
H 1.1012 0.9481 4.4818 0.063 0.007 0.090 0.224
H 0.0004 -6.7715 3.1642 -0.001 -0.010 0.072 0.237
H -1.2730 4.1647 -3.9058 -0.040 0.105 0.009 0.218
H -3.5032 -2.5542 0.4809 -0.029 -0.096 0.108 0.214
H -1.8405 2.5034 4.1238 0.001 0.079 0.040 0.238
H -5.7576 -0.7661 -0.9789 -0.090 -0.078 -0.065 0.218
H 5.5248 -1.0376 0.7460 0.106 -0.041 0.156 0.212
H 3.5784 1.2220 -1.5866 -0.068 0.113 -0.023 0.226
H -3.8963 -0.2605 -2.4946 -0.051 -0.133 -0.098 0.219
H 1.8403 2.5031 4.1239 -0.001 0.081 0.040 0.238
H 2.1468 2.6802 -3.5030 0.181 -0.008 0.066 0.211
H -2.2658 -2.1182 -0.7094 0.025 -0.077 -0.020 0.188
H -2.1472 2.6844 -3.5038 -0.178 -0.005 0.063 0.211
H -5.5251 -1.0366 0.7456 -0.106 -0.041 0.157 0.212
H 3.8888 -2.5262 -1.2451 0.117 -0.076 -0.102 0.220
H 1.3085 2.8202 -5.0446 -0.012 -0.026 -0.217 0.213
```
Positions in Å, forces in eV/Å.

Results
frontier orbital gap (spin up / spin down) = 7.63 / 4.75 eV
total energy = -1893.7928 hartree
LUMO energy (spin up / spin down) = -3.53 / -6.36 eV
net charge = +1
spin multiplicity = 5
HOMO energy (spin up / spin down) = -11.16 / -11.10 eV


(2)
A structure of composition C30H45BrMoN2P2S. Source: the OMol25 dataset; level of theory: the ωB97M-V functional and the def2-TZVPD basis.

```
82
Properties=species:S:1:pos:R:3:forces:R:3:lowdin_spin:R:1
Mo 0.3012 -0.0830 -0.1462 -2.227 -3.014 -1.003 0.996
Br -2.3154 0.9138 -6.3284 0.090 -0.175 0.051 0.017
S 1.3047 -2.2819 0.2159 0.711 1.448 -0.525 -0.018
P -2.4756 0.4335 -0.0253 -1.792 -0.135 -3.294 0.471
P 0.8780 0.4514 2.0741 1.642 0.948 3.245 0.026
N 0.1305 -4.2466 1.4562 -1.542 -0.011 -0.523 -0.002
N 6.0027 1.7815 -2.3406 0.328 -0.445 -0.217 0.014
C -0.6144 -0.2507 -4.4129 0.563 -0.218 0.962 0.003
C -2.1085 2.2516 0.0313 1.340 1.102 1.096 0.058
C -3.2410 3.2226 0.4088 -0.507 -0.179 0.159 0.019
C 0.0908 -0.1909 -3.2103 -0.399 -0.194 -0.177 0.005
C 0.6804 3.3299 2.0116 0.416 0.485 -0.148 0.001
C 3.6440 0.8093 -1.1836 -0.218 0.206 -0.247 0.015
C -0.8634 -5.1429 1.7426 1.303 0.134 -0.138 -0.001
C 3.6464 -0.4265 2.1741 0.175 -0.270 -0.121 0.001
C -0.6175 -4.0390 -0.8013 0.075 0.218 0.305 -0.002
C -1.7046 -5.5531 0.7323 -0.373 -0.064 -0.134 -0.003
C 2.2060 0.3578 -1.0506 1.045 1.108 -1.261 0.082
C -3.2248 -2.0302 1.2858 0.259 0.129 0.547 0.024
C 0.1969 1.0399 -2.5176 -0.324 0.121 1.594 0.008
C 0.6624 -0.7468 4.7596 0.365 0.309 0.258 0.002
C 5.2376 2.5790 -1.6148 -0.862 0.024 0.855 0.000
C 0.2348 2.0663 2.7597 -0.866 0.031 0.033 0.009
C -2.1587 -1.3503 0.4071 1.619 0.120 0.797 0.063
C -3.4651 0.2804 -1.6040 -0.100 -0.514 -0.141 0.045
C 2.6718 0.7170 2.4419 0.340 0.292 -0.155 0.009
C 4.0413 2.1522 -0.9969 0.048 -0.108 -0.375 0.008
C 1.1184 1.2902 -1.3750 2.047 -0.329 -0.869 0.009
C -1.1741 2.1802 -4.1414 0.246 -0.395 1.760 0.002
C 0.3407 -0.9038 3.2623 -0.491 -0.527 -0.073 0.008
C 5.6853 0.4916 -2.4750 -0.321 0.435 0.334 -0.001
C 0.1676 -3.5880 0.2543 -0.243 -0.919 0.610 -0.001
C -1.2674 0.9208 -4.7896 -0.507 0.947 -1.658 0.019
C -1.5841 -5.0185 -0.5547 0.348 -0.258 0.084 0.001
C 4.5253 -0.0406 -1.9052 -0.403 -0.016 0.192 0.020
C -4.8099 1.0130 -1.8025 -0.340 0.237 0.128 0.011
C -0.4904 2.2168 -2.9372 -0.542 -0.442 -0.604 0.002
H 3.2235 -1.4193 2.3513 0.032 0.093 0.211 0.000
H 1.7600 3.5124 2.0683 -0.197 -0.158 0.216 0.000
H -3.7227 -2.8610 0.7667 -0.066 0.589 0.003 0.002
H 0.8371 -4.0247 2.1567 -0.256 -0.010 -0.010 0.000
H -2.6677 -2.4686 2.1152 -0.375 -0.043 0.228 0.000
H -1.7147 3.0702 -4.4496 0.085 -0.304 -0.437 0.000
H 2.0824 -0.7046 -1.3888 0.284 0.986 -0.241 0.018
H -0.8739 2.0043 2.7765 0.487 0.027 0.138 0.000
H -2.7872 0.5903 -2.4229 -0.040 -0.159 0.386 0.013
H -3.7912 2.9005 1.2978 0.083 0.156 -0.123 0.001
H -0.6180 -1.1559 -5.0445 -0.268 0.608 0.499 0.000
H 0.5613 2.1387 3.8224 -0.135 -0.321 -0.681 0.000
H 4.5188 -0.3082 2.8252 -0.172 -0.085 -0.080 0.000
H -3.9223 -1.2803 1.6901 0.011 -0.648 -0.156 0.005
H 0.4595 3.3370 0.9389 -0.122 -0.167 0.055 0.000
H -2.2235 -5.3926 -1.3588 0.242 0.115 0.225 0.000
H 1.2008 2.3518 -1.1410 0.454 -0.250 0.216 0.002
H -0.4240 -3.6221 -1.7898 -0.303 -0.081 0.229 0.000
H 6.3547 -0.1274 -3.0767 -0.196 0.179 0.208 0.000
H -0.8650 -5.5245 2.7626 -0.049 -0.129 -0.294 0.000
H -2.4308 -6.3324 0.9348 -0.030 0.139 0.063 0.000
H 0.4896 -1.1084 -2.7538 0.322 0.377 -0.609 0.001
H 0.7888 -1.8550 2.9236 0.048 0.584 -0.148 0.000
H 4.2870 -1.0848 -2.1085 -0.053 0.191 0.162 0.001
H -0.4914 3.1018 -2.2807 0.333 -0.279 -0.784 0.001
H -3.6936 -0.7930 -1.7390 0.400 0.349 0.074 0.000
H 2.7160 1.0124 3.5162 -0.276 -0.149 -0.642 0.000
H -4.7975 2.0726 -1.5398 0.107 -0.233 -0.191 0.000
H -1.1659 -1.3882 0.9605 -0.766 -0.136 -0.071 0.007
H -1.7661 2.5151 -0.9868 -0.255 -0.762 0.417 0.011
H 5.5556 3.6203 -1.5033 -0.054 -0.360 -0.111 0.000
H -5.6328 0.5579 -1.2386 0.313 -0.001 -0.031 0.001
H 0.2024 4.2347 2.4236 0.092 -0.486 0.020 0.000
H 0.1147 -1.4988 5.3513 0.136 0.219 -0.385 0.000
H -0.7474 -1.0615 3.1361 0.249 0.297 0.013 0.000
H -3.9505 3.3696 -0.4172 0.331 -0.098 0.400 0.000
H -2.7732 4.1925 0.6199 -0.056 -0.212 -0.007 0.000
H -5.0769 0.9385 -2.8689 0.148 0.008 0.385 0.000
H 3.4140 2.8857 -0.4660 0.368 -0.398 -0.261 0.000
H 2.9946 1.6003 1.8527 -0.280 -0.340 0.357 0.000
H 0.3755 0.2285 5.1620 -0.028 -0.111 -0.080 0.000
H 1.7338 -0.8933 4.9750 -0.389 0.079 -0.209 0.000
H -1.9716 -1.9349 -0.5121 -0.356 0.841 -0.035 0.013
H -1.2426 2.4242 0.7052 -0.561 -0.083 -0.353 0.004
H 4.0284 -0.4257 1.1497 -0.147 0.082 0.086 0.000
```
Positions in Å, forces in eV/Å.

Results
frontier orbital gap (spin up / spin down) = 4.13 / 4.34 eV
total energy = -5001.0279 hartree
LUMO energy (spin up / spin down) = -14.58 / -14.35 eV
net charge = +4
spin multiplicity = 3
HOMO energy (spin up / spin down) = -18.71 / -18.69 eV


(3)
A structure of composition C30H45BrN2P2PdS. Source: the OMol25 dataset; level of theory: the ωB97M-V functional and the def2-TZVPD basis.

```
82
Properties=species:S:1:pos:R:3:forces:R:3:lowdin_charge:R:1
Pd 0.3802 -0.9033 0.5000 -0.921 -2.294 -1.536 0.245
Br -1.8047 -2.1910 -0.0850 0.411 -0.170 -0.281 -0.038
S 1.8723 -2.7993 0.9934 0.666 -0.535 0.409 0.616
P -5.6276 -0.7059 -0.0537 -2.183 -0.330 0.048 0.934
P 0.2495 0.6340 2.1046 1.162 0.769 -1.958 0.816
N 7.5263 4.3873 -6.0160 0.548 0.470 -0.399 0.031
N 0.9598 -4.1470 3.0451 -0.714 -0.803 -0.319 0.045
C 1.7986 1.5878 2.1693 -0.224 0.797 0.702 -0.399
C 3.0637 0.7215 2.2113 0.281 -0.113 0.036 -0.154
C 5.8836 2.7614 -4.4460 0.879 1.068 -0.769 -0.219
C 1.6611 1.9684 -2.2245 -0.256 -0.215 -0.018 -0.035
C -1.1561 1.7146 1.6934 -0.436 0.182 0.350 -0.396
C 1.0036 -4.0818 1.6641 1.022 0.892 0.759 -0.752
C -5.3171 1.1094 -0.1002 0.542 0.056 0.066 -0.444
C 3.2680 0.1318 -2.2121 -0.653 -0.088 -0.047 -0.018
C 2.3083 -0.6990 -1.6354 0.736 0.441 -0.210 -0.112
C -6.3991 1.9517 0.6040 0.145 -0.056 -0.107 -0.185
C -0.8179 3.1552 1.3176 -0.201 0.189 -0.006 -0.148
C 2.9416 1.4712 -2.4857 -0.679 -0.391 0.669 -0.251
C 7.5360 3.0694 -6.2065 -0.804 -0.115 0.876 -0.147
C -4.8295 -1.4423 1.4455 1.048 -0.021 -0.262 -0.482
C 6.7290 2.2157 -5.4407 -0.154 0.623 0.201 -0.021
C -4.9703 -1.4106 -1.6285 0.631 0.165 0.039 -0.473
C -0.2549 -6.1269 1.6053 0.428 0.684 -0.773 -0.033
C 0.8041 0.2576 4.8559 -0.020 -0.058 0.271 -0.142
C -6.0063 -1.4342 -2.7749 0.058 -0.126 0.334 -0.181
C 5.9158 4.1708 -4.2605 0.410 -0.367 -0.421 -0.018
C 0.6967 1.1643 -1.6102 0.990 0.413 -0.530 -0.106
C 1.1250 -0.0974 -1.2685 -1.466 0.239 2.705 -0.222
C 6.7572 4.9414 -5.0732 -0.475 -1.138 0.304 -0.145
C 4.9771 1.9028 -3.7149 -0.682 0.634 0.272 -0.048
C 0.3180 -5.1457 3.7210 -0.005 -0.036 -0.816 -0.058
C 0.4035 -5.1047 0.9349 -0.969 -1.030 0.079 -0.099
C -0.1057 -0.1668 3.7033 -0.146 -0.196 -0.011 -0.366
C 3.8963 2.3748 -3.0458 1.581 -0.480 -1.244 -0.041
C -0.2916 -6.1563 3.0077 0.121 0.280 0.985 -0.065
C -5.6071 -2.6774 1.9297 -0.038 0.216 0.144 -0.194
H -1.7444 3.6739 1.0402 0.220 -0.028 0.048 0.075
H 1.7430 2.2727 3.0298 0.330 0.054 -0.264 0.073
H -6.9782 -1.7923 -2.4078 0.227 0.130 -0.078 0.054
H -4.3166 1.3115 0.3123 -0.151 0.229 -0.139 0.056
H -6.6702 -2.4182 2.0312 0.221 -0.199 -0.047 0.052
H 0.8343 1.3509 4.9588 0.029 -0.293 0.003 0.073
H -6.2844 3.0128 0.3477 0.037 -0.163 0.093 0.060
H 0.3277 -5.0610 4.8002 -0.025 -0.153 -0.101 0.125
H -3.7561 -1.6846 1.2605 -0.855 0.190 0.273 -0.081
H 8.1884 2.6529 -6.9813 -0.192 0.335 0.226 0.105
H 5.1631 0.8356 -3.8541 -0.265 0.301 0.192 0.107
H 0.4514 -5.0301 -0.1532 -0.118 -0.115 0.454 0.116
H 6.7955 6.0269 -4.9486 0.086 -0.330 -0.159 0.103
H 3.8065 1.1238 1.5119 -0.098 -0.086 0.208 0.074
H -0.0653 -1.2544 3.5218 -0.052 0.308 0.183 0.059
H -5.5168 -3.5258 1.2386 -0.020 0.242 0.093 0.063
H -1.1539 0.0870 3.9184 0.235 -0.202 0.029 0.081
H -5.2965 1.3816 -1.1648 0.077 -0.103 0.173 0.070
H -0.3667 3.6984 2.1570 -0.038 -0.090 -0.207 0.074
H -6.1528 -0.4484 -3.2267 -0.004 -0.066 0.130 0.057
H 5.2959 4.6506 -3.4993 0.286 -0.159 -0.262 0.100
H -1.6524 1.1962 0.8550 0.053 0.241 0.390 0.051
H -4.0558 -0.8712 -1.9171 -0.149 -0.274 -0.096 0.047
H 3.5161 0.7141 3.2128 -0.131 -0.016 -0.261 0.065
H -0.7964 -6.9589 3.5436 0.130 0.280 -0.160 0.109
H 1.8310 -0.1122 4.7376 -0.257 0.153 -0.067 0.067
H 6.7225 1.1462 -5.6372 0.022 0.132 0.094 0.105
H -0.2903 1.5352 -1.3613 0.116 -0.044 0.126 0.095
H -0.1406 3.2100 0.4557 -0.118 -0.049 0.233 0.055
H 1.4255 -3.3962 3.5492 -0.096 -0.203 -0.255 0.131
H 2.5278 -1.7332 -1.3890 -0.007 0.243 0.097 0.055
H -5.2399 -3.0032 2.9153 -0.041 0.040 -0.284 0.061
H 1.8011 2.2073 1.2584 -0.160 -0.246 0.289 0.074
H 1.4642 3.0107 -2.4733 -0.115 -0.177 0.028 0.113
H 3.6632 3.4418 -3.0194 0.156 -0.331 -0.023 0.111
H 4.2737 -0.2423 -2.3911 -0.262 0.033 -0.008 0.109
H -7.4026 1.6424 0.2880 0.224 -0.022 0.075 0.056
H -0.7557 -6.9019 1.0337 0.097 0.046 0.098 0.117
H 2.8749 -0.3183 1.9087 -0.024 0.294 0.084 0.005
H -4.8573 -0.6654 2.2259 -0.077 -0.071 -0.217 0.067
H 0.4112 -0.1527 5.7948 0.125 0.107 -0.147 0.074
H -5.6783 -2.1176 -3.5684 0.009 0.179 0.123 0.062
H -4.6553 -2.4349 -1.3947 -0.017 0.161 -0.004 0.046
H -6.3434 1.8668 1.6949 -0.026 -0.071 -0.156 0.059
H -1.8346 1.6721 2.5615 -0.010 0.235 -0.351 0.078
```
Positions in Å, forces in eV/Å.

Results
frontier orbital gap = 5.90 eV
total energy = -5062.3515 hartree
LUMO energy = -0.92 eV
HOMO energy = -6.83 eV


total energy of number 2 (C30H45BrMoN2P2S)?
-5001.0279 hartree


The lowest total energy belongs to which entry?
C30H45BrN2P2PdS